No. 1
ORCA calculation (the ωB97M-V functional and the def2-TZVPD basis) on an isolated molecule of CH7N2OPSi at a distorted geometry.

The max |F| comes out at 4.4 eV/A. For the LUMO energy, the calculation gives -0.03 eV. The value obtained for the total energy is -857.83574 Ha. The HOMO energy comes out at -9.10 eV. Its multiplicity is 1. As for the energy above the lowest of the compared OMol25 structures with the same formula, charge and spin: 1.7526 eV. The calculation puts the gap between HOMO and LUMO at 9.06 eV. As for the SMILES: NC(=O)NP[SiH3]. As for the charge: 0.

CARTESIAN COORDINATES (ANGSTROEM)
N1 2.49 0.18 0.22
C1 1.16 0.22 0.26
O1 0.57 -0.82 0.73
N2 0.46 1.32 -0.08
P1 -1.69 1.02 0.36
Si1 -1.78 -1.21 0.05
H1 2.94 1.03 0.28
H2 3.07 -0.64 0.51
H3 0.70 1.95 -0.91
H4 -1.91 1.34 -1.07
H5 -0.91 -1.30 -1.12
H6 -2.04 -1.86 1.36
H7 -3.07 -1.22 -0.60

---

No. 2
ORCA calculation (the ωB97M-V functional and the def2-TZVPD basis) on a cluster of 2 separate species, CH7N2S in total at a distorted geometry.

The max |F| comes out at 1.4 eV/A. For the LUMO energy, the calculation gives 4.07 eV. The value obtained for the total energy is -550.02325 Ha. The HOMO energy comes out at -2.73 eV. Its multiplicity is 1. As for the energy above the lowest of the compared OMol25 structures with the same formula, charge and spin: 0.2905 eV. The calculation puts the gap between HOMO and LUMO at 6.80 eV. As for the charge: -1.

CARTESIAN COORDINATES (ANGSTROEM)
S1 -1.93 -1.70 -1.89
H1 -1.88 -0.61 -2.68
N1 0.91 -0.56 -0.38
C1 0.06 0.21 0.47
N2 0.89 1.11 1.33
H2 0.31 -1.09 -1.04
H3 1.46 -1.19 0.20
H4 -0.61 -0.31 1.16
H5 -0.60 0.81 -0.16
H6 0.37 1.34 2.17
H7 1.03 1.99 0.83